Record 1
The following is a quantum chemistry calculation of a single C19H26N2O5 molecule, from the Open Molecules 2025 dataset.

Values from the calculation:
- HOMO-LUMO gap (eV) = 8.84
- 2S+1 = 1
- E (a.u.) = -1225.39839
- energy relative to the best compared isomer or geometry (same formula, charge and spin) (eV) = 0.0825

Last column: natural (NBO) charge in e.
Element x y z (Å)
C: -1.9756 -1.0587 -0.4155  -0.251
C: 2.5945 0.5501 -5.2923  -0.598
H: -2.3996 -0.3879 2.6690  0.228
C: 3.2163 0.9435 -3.9581  -0.392
H: 3.0006 -1.0033 -3.0631  0.208
O: 4.2791 -2.0407 -0.7972  -0.595
H: 1.6509 0.0927 -2.7373  0.211
C: -1.9162 -1.5954 -1.6935  -0.221
C: 0.3314 -2.4212 -1.3422  -0.245
H: 3.1366 1.4449 -1.2332  0.195
H: 2.9522 1.9767 -3.7230  0.195
H: -4.3207 4.5993 1.3314  0.209
H: -6.3787 2.5654 0.3140  0.201
H: -4.0587 1.6670 0.5209  0.190
H: -5.6584 2.2716 -1.2698  0.211
N: 1.2000 -1.8722 0.9568  -0.405
C: -5.5921 2.8775 -0.3696  -0.600
H: 3.0278 -2.0762 1.8449  0.273
H: -4.8382 3.2048 2.2881  0.204
H: 2.9401 1.2103 -6.0840  0.209
C: 3.3329 -1.5738 -0.2214  0.789
H: -0.7757 -2.6631 -3.1500  0.216
O: 2.8151 -0.3726 -0.4367  -0.500
C: 3.3668 0.4104 -1.4948  -0.068
H: -1.9533 3.7856 1.4460  0.209
H: -2.7671 -1.4890 -2.3490  0.214
C: -4.2235 2.7195 0.2799  -0.395
C: -0.8638 -1.2074 0.3890  0.213
C: -2.7133 3.4806 2.1720  -0.079
H: 4.4513 0.2625 -1.5247  0.198
H: -3.4447 3.0224 -0.4231  0.207
N: -0.5995 -0.8064 1.6831  -0.424
O: -2.4201 2.1504 2.6114  -0.511
C: -1.5537 1.4349 1.8982  0.791
H: 2.6341 -3.3823 0.6969  0.229
C: -1.4060 0.0419 2.5061  -0.326
H: -2.6519 4.1127 3.0615  0.193
H: -2.8541 -0.5360 -0.0721  0.214
C: -0.7869 -2.2619 -2.1481  -0.222
H: -5.7673 3.9160 -0.6414  0.202
H: 4.3042 0.8857 -4.0317  0.197
C: 2.7377 0.0313 -2.8324  -0.424
C: 0.6897 -1.1660 2.0248  0.789
H: 1.2092 -2.9376 -1.6980  0.223
C: 0.2782 -1.8858 -0.0708  0.127
H: 2.8664 -0.4701 -5.5529  0.202
O: 1.2423 -0.9465 3.0793  -0.645
O: -0.9674 1.8171 0.9237  -0.588
H: 1.5100 0.6130 -5.2398  0.203
C: -4.1074 3.5526 1.5551  -0.415
H: -0.8966 0.1330 3.4718  0.275
C: 2.5640 -2.3047 0.8785  -0.321

Record 2
The following is a quantum chemistry calculation of 2 unconnected molecules or ions with the total composition CH2ClO2S, from the Open Molecules 2025 dataset.

Values from the calculation:
- HOMO-LUMO gap (alpha / beta) (eV) = 6.18 / 6.21
- 2S+1 = 1
- E (a.u.) = -1048.07469
- energy relative to the best compared isomer or geometry (same formula, charge and spin) (eV) = 3.0225
- charge = -1

Last column: natural (NBO) charge in e.
Element x y z (Å)
O: 1.5988 1.1303 1.4262  -0.974
H: -1.9775 0.0977 -0.8785  0.080
C: -2.3115 -0.2539 0.1620  -0.156
Cl: 2.7500 -1.4538 0.1739  -0.623
H: -3.0344 -1.0977 -0.1337  0.053
S: 1.3303 0.3840 0.2014  1.601
O: 1.6443 1.1934 -0.9513  -0.981

Record 3
The following is a quantum chemistry calculation of 2 unconnected molecules or ions with the total composition C6H10NO3S, from the Open Molecules 2025 dataset.

Values from the calculation:
- HOMO-LUMO gap (eV) = 8.35
- 2S+1 = 1
- E (a.u.) = -913.23997
- energy relative to the best compared isomer or geometry (same formula, charge and spin) (eV) = 1.7536
- charge = -1

Last column: natural (NBO) charge in e.
Element x y z (Å)
C: -0.0458 -0.8393 0.0002  0.714
H: 2.5531 -2.4902 0.4877  0.201
O: -5.0668 -0.0347 0.7355  -1.030
S: -3.5735 -0.1991 0.7065  1.396
H: 2.4002 1.1777 -0.4303  0.197
C: 1.4055 -0.6275 0.2707  -0.024
H: 3.3286 -0.0880 2.0061  0.199
H: 4.2260 -0.1241 0.3496  0.193
H: -3.3533 -2.3418 -0.2002  0.372
H: -2.0730 1.5271 -0.4516  0.231
C: 2.2421 0.6573 0.4519  -0.412
H: -3.4256 0.8894 -1.5131  0.225
N: -3.2755 -1.3837 -0.4549  -1.106
H: 1.9680 1.2939 1.3168  0.193
H: -3.6937 2.0578 -0.4299  0.207
O: -0.7835 -0.1851 0.7624  -0.752
C: 3.3604 -0.2331 0.9555  -0.437
C: -3.1145 1.2025 -0.4859  -0.809
H: -2.1549 -1.3370 -0.4441  0.438
C: 2.4222 -1.4180 0.7352  -0.241
O: -0.4175 -1.6961 -0.8554  -0.755

Record 4
The following is a quantum chemistry calculation of 2 unconnected molecules or ions with the total composition C8H12OSi, from the Open Molecules 2025 dataset.

Values from the calculation:
- HOMO-LUMO gap (alpha / beta) (eV) = 7.96 / 6.43
- 2S+1 = 1
- E (a.u.) = -676.55462
- energy relative to the best compared isomer or geometry (same formula, charge and spin) (eV) = 3.5785

Last column: natural (NBO) charge in e.
Element x y z (Å)
O: 1.0048 -2.1217 -1.8579  -0.884
C: 1.9089 -3.3690 -0.0959  -0.314
Si: 1.6636 -0.6700 -1.4895  1.389
H: -1.6241 3.3252 1.7555  0.223
C: -1.4836 1.5113 -1.3428  -0.634
H: -2.7287 2.0687 1.2410  0.217
C: 2.7272 -2.2696 0.3747  -0.185
C: 3.0413 -1.1808 -0.4139  -0.688
H: 3.8162 -0.5318 -0.0488  0.226
H: 0.8945 2.0999 1.1371  0.171
H: -1.5238 2.5053 -1.9754  0.211
C: 0.2114 1.6421 0.4632  -0.225
C: 1.0308 -3.3331 -1.1115  0.177
H: -0.8833 0.7345 -1.8955  0.223
H: -2.6556 3.2947 0.1339  0.213
C: -1.0328 1.9203 0.0631  -0.127
H: 1.4136 0.0123 -2.6954  -0.203
H: 0.5777 -4.1417 -1.6227  0.200
H: 1.8415 -4.3221 0.4387  0.223
H: -2.5271 1.2385 -1.5163  0.211
H: 3.1349 -2.2430 1.3369  0.213
C: -2.0235 2.7349 0.8541  -0.639

Record 5
The following is a quantum chemistry calculation of a single C3Cl2F2 molecule, from the Open Molecules 2025 dataset.

Values from the calculation:
- HOMO-LUMO gap (eV) = 11.12
- 2S+1 = 1
- E (a.u.) = -1234.34779
- energy relative to the best compared isomer or geometry (same formula, charge and spin) (eV) = 0.0665

Last column: natural (NBO) charge in e.
Element x y z (Å)
Cl: -1.2184 1.9983 -0.9862  0.101
C: 0.1042 -0.0310 0.7137  0.631
F: 1.1451 0.3873 1.4474  -0.317
C: 0.2196 -0.5478 -0.6620  -0.100
F: -0.6920 -0.6723 1.6334  -0.340
C: -0.4190 0.5892 -0.4925  -0.097
Cl: 0.8605 -1.7236 -1.6540  0.122

Record 6
The following is a quantum chemistry calculation of 2 unconnected molecules or ions with the total composition C5H13NO, from the Open Molecules 2025 dataset.

Values from the calculation:
- HOMO-LUMO gap (eV) = 9.27
- 2S+1 = 1
- E (a.u.) = -328.26654
- energy relative to the best compared isomer or geometry (same formula, charge and spin) (eV) = 1.4233

Last column: natural (NBO) charge in e.
Element x y z (Å)
H: 1.4062 -2.1359 -1.6108  0.194
H: 1.4121 1.0917 -0.0823  0.221
H: -0.5765 -1.4085 -2.6145  0.371
H: -0.3347 0.5454 1.6626  0.216
H: -2.6512 1.7541 0.9393  0.217
H: -0.4296 2.2143 1.0816  0.207
H: 2.0457 -2.3487 3.1792  0.467
C: -0.6046 1.1738 0.8239  -0.400
H: -2.5777 0.1053 0.2439  0.204
H: 2.1288 -1.3709 2.0265  0.471
H: -1.6476 -0.4020 -1.9414  0.372
O: 2.2328 -1.4260 2.9829  -0.939
N: -0.6659 -0.5178 -2.1479  -0.820
H: -2.0520 1.4199 -0.7072  0.200
C: -2.0373 1.0984 0.3264  -0.618
C: 0.3603 0.9396 -0.3343  -0.439
C: 1.3425 -1.1977 -1.0715  -0.527
C: 0.2908 -0.3355 -1.1352  0.208
H: 0.1949 1.6728 -1.1530  0.208
H: 2.1629 -0.8722 -0.4682  0.187

Record 7
The following is a quantum chemistry calculation of a single C4H8S molecule, from the Open Molecules 2025 dataset.

Values from the calculation:
- HOMO-LUMO gap (eV) = 9.77
- 2S+1 = 1
- E (a.u.) = -555.33216
- energy relative to the best compared isomer or geometry (same formula, charge and spin) (eV) = 1.0280

Last column: natural (NBO) charge in e.
Element x y z (Å)
H: -0.2024 -1.4228 1.5020  0.227
C: 0.0545 1.5500 -0.0016  -0.620
H: 0.0477 -1.6470 -1.0865  0.214
H: 0.8023 1.9502 -0.6155  0.222
C: 0.2664 0.0974 0.0545  -0.134
H: -1.0223 1.7612 -0.2828  0.214
H: -1.7747 -0.5036 1.0173  0.222
C: -0.5779 -0.9035 -0.6643  -0.417
S: 2.0651 -0.2632 0.1509  -0.047
H: 2.1724 -1.3786 -0.6742  0.131
H: 0.2824 1.9895 0.9846  0.212
C: -0.7255 -0.8163 0.8428  -0.441
H: -1.3880 -0.4134 -1.2272  0.219

Record 8
The following is a quantum chemistry calculation of a single H3O3P molecule, from the Open Molecules 2025 dataset.

Values from the calculation:
- HOMO-LUMO gap (alpha / beta) (eV) = 5.66 / 7.21
- 2S+1 = 3
- E (a.u.) = -568.60208
- energy relative to the best compared isomer or geometry (same formula, charge and spin) (eV) = 4.1678
- <S²> = 2.01

Last column: Löwdin spin population.
Element x y z (Å)
O: 0.1974 1.2129 0.1226  0.195
H: -0.7654 -0.6107 1.0824  0.146
H: -1.5623 1.6328 -0.7755  0.012
P: 0.5439 -0.0806 0.9725  1.010
O: -0.7797 0.8912 -0.8927  0.301
H: 1.4492 -1.9418 -0.2309  0.014
O: 0.9169 -1.1038 -0.2782  0.321

Record 9
The following is a quantum chemistry calculation of 2 unconnected molecules or ions with the total composition BrH2PS2, from the Open Molecules 2025 dataset.

Values from the calculation:
- HOMO-LUMO gap (alpha / beta) (eV) = 5.78 / 8.38
- 2S+1 = 1
- E (a.u.) = -3712.88081
- energy relative to the best compared isomer or geometry (same formula, charge and spin) (eV) = 2.3887

Last column: natural (NBO) charge in e.
Element x y z (Å)
H: 0.7455 1.5704 -1.1371  0.105
S: -2.2534 -2.1832 -1.0655  -0.292
Br: -3.7678 0.1810 0.2586  -0.176
P: -1.7868 -0.7150 0.3259  0.375
H: -1.1085 -3.0176 -1.1557  0.169
S: -0.0880 2.3565 -0.3814  -0.181

Record 10
The following is a quantum chemistry calculation of a single C23H31N3O4S molecule, from the Open Molecules 2025 dataset.

Values from the calculation:
- HOMO-LUMO gap (eV) = 9.95
- 2S+1 = 1
- E (a.u.) = -1758.49930
- energy relative to the best compared isomer or geometry (same formula, charge and spin) (eV) = 0.6726

Last column: natural (NBO) charge in e.
Element x y z (Å)
H: -4.0732 -1.0747 -1.8858  0.188
H: 4.5049 1.6758 0.9824  0.209
C: -5.6241 -1.0019 -0.3934  -0.396
H: 3.3275 -4.1535 -0.5932  0.194
C: 5.3901 1.6579 -0.9874  -0.425
C: 1.9623 -2.4898 -0.5615  -0.255
O: 3.1301 1.7875 -1.6065  -0.549
H: -0.8983 3.9526 1.8729  0.257
C: -0.1255 3.1800 -0.0099  -0.325
H: -5.7307 -0.6951 0.6490  0.197
C: 1.4101 -1.7724 1.6427  -0.260
C: -6.0356 -2.4645 -0.5368  -0.396
H: 4.2146 3.4789 -1.1038  0.168
S: 2.1084 4.6765 0.5637  0.200
C: 4.5675 1.0079 0.1219  -0.432
H: 0.6164 4.7880 -1.2893  0.230
C: -3.6585 -3.1739 -0.1541  -0.399
C: 2.2447 -2.7743 2.1120  0.041
O: 1.5512 4.2238 3.0805  -0.538
H: 1.8756 -2.4212 -1.6361  0.219
C: -3.2549 -1.7088 0.0005  -0.058
C: -4.1750 -0.8125 -0.8294  -0.406
H: -5.3988 -4.4086 0.1524  0.209
C: 4.3359 2.5355 -1.6547  -0.068
C: 0.3692 -0.5623 -0.3148  -0.146
O: -1.1878 1.3211 -1.0235  -0.636
C: 1.1933 4.0643 1.9504  0.424
C: 3.1828 0.8620 -0.5270  0.086
H: 2.3808 -2.9314 3.1736  0.196
N: 0.7467 0.8244 -0.0283  -0.437
H: -7.0663 -2.5953 -0.2023  0.208
H: -6.2770 -0.3697 -0.9979  0.210
H: -3.3115 -1.4166 1.0537  0.228
H: 2.1075 2.1600 0.8001  0.228
H: -5.9869 -2.7533 -1.5894  0.192
C: -0.2027 1.7065 -0.4125  0.723
H: 3.0594 -0.1404 -0.9563  0.184
H: -5.2045 -3.1145 1.3373  0.197
H: -1.0769 3.5827 -0.3718  0.254
C: 2.0578 1.1192 0.4930  -0.245
C: 1.0039 3.9585 -0.6997  -0.533
H: 6.2325 2.2332 -0.6132  0.221
C: 2.7696 -3.4561 0.0177  0.037
H: 0.2988 -0.6870 -1.4034  0.214
H: 2.2497 0.4968 1.3720  0.221
H: 4.9643 0.0494 0.4476  0.228
C: 1.2738 -1.6089 0.2666  0.006
N: -1.8697 -1.5203 -0.3895  -0.607
H: -2.9995 -3.8029 0.4474  0.215
H: 4.5446 2.7582 -2.7023  0.192
H: -0.1222 2.3905 2.0299  0.266
C: -5.1101 -3.3632 0.2783  -0.396
H: -1.6586 -1.6926 -1.3602  0.393
H: 1.6057 3.3191 -1.3456  0.261
C: -0.0613 3.3501 1.5094  -0.531
N: 2.9185 -3.5935 1.3231  -0.412
H: 0.8524 -1.1495 2.3247  0.250
O: -1.2536 -0.3460 1.4449  -0.655
H: -3.5471 -3.4697 -1.2006  0.189
C: -1.0272 -0.7658 0.3302  0.732
H: 5.7509 0.9035 -1.6872  0.206
H: -3.8640 0.2263 -0.7104  0.230